# 1
Molecular formula: C4H6N2O
Method: DFT, ωB97M-V/def2-TZVPD

Geometry (Å):
C  0.984  -1.277  1.319
C  -0.173  0.327  -2.191
C  -0.203  0.507  0.377
C  -0.181  -0.502  1.509
N  1.890  -1.962  1.149
N  -0.400  0.098  -0.895
O  0.294  1.731  0.812
H  -0.684  -0.375  -2.895
H  0.291  1.121  -2.577
H  -0.951  -1.248  1.457
H  -0.153  -0.066  2.462
H  -0.707  -0.898  -0.822
H  -0.006  2.543  0.294

Cartesian forces (eV/Å) of the 3 atoms listed first:
2.1 -1.4 0.3
-2.2 -2.8 -0.1
-0.9 1.2 -0.7

Calculated values
* energy: -340.63485 a.u.
* spin multiplicity: 1
* E_LUMO: 0.40 eV
* charge: 0
* ΔE to the lowest compared entry with this formula, charge and spin: 100.4 kcal per mole
* HOMO: -6.782 eV

Atom charges from the Mulliken analysis, given in e for atoms 1 to 8: number 1, C, carries 0.358; number 2, C, carries -0.579; number 3, C, carries 0.419; number 4, C, carries -0.698; number 5, N, carries -0.422; number 6, N, carries -0.163; number 7, O, carries -0.507; number 8, H, carries 0.174

***

# 2
Molecular formula: C4H6N2O
Method: DFT, ωB97M-V/def2-TZVPD

Geometry (Å):
C  -0.139  1.424  -1.416
O  0.379  0.256  -1.349
C  0.085  -0.493  -0.221
C  0.399  -1.807  0.053
N  0.027  -2.032  1.334
C  -0.463  -0.861  1.764
N  -0.475  0.126  0.852
H  0.267  2.057  -2.200
H  0.500  2.169  0.024
H  -1.118  1.599  -0.977
H  0.860  -2.555  -0.579
H  -0.853  -0.719  2.764
H  0.235  1.603  0.586

Cartesian forces (eV/Å) of the 3 atoms listed first:
-0.1 -0.1 0.1
0.0 0.2 -0.1
0.0 -0.1 0.2

Calculated values
* energy: -340.60729 a.u.
* spin multiplicity: 1
* E_LUMO: -0.99 eV
* charge: 0
* ΔE to the lowest compared entry with this formula, charge and spin: 117.7 kcal per mole
* HOMO: -8.160 eV

Atom charges from the Mulliken analysis, given in e for atoms 1 to 8: number 1, C, carries -0.373; number 2, O, carries -0.311; number 3, C, carries 0.811; number 4, C, carries -0.451; number 5, N, carries -0.571; number 6, C, carries -0.318; number 7, N, carries -0.582; number 8, H, carries 0.334

***

# 3
Molecular formula: C4H6N2O
Method: DFT, ωB97M-V/def2-TZVPD

Geometry (Å):
C  -2.258  -0.288  0.162
C  -0.841  1.705  0.462
C  -0.983  0.398  0.213
C  1.253  -0.412  -0.360
N  -3.204  -0.891  -0.086
N  -0.056  -0.557  0.055
O  1.960  -1.510  0.248
H  0.159  2.229  0.541
H  -1.661  2.352  0.556
H  1.679  0.555  -0.140
H  1.557  -0.520  -1.388
H  -0.463  -1.417  -0.122
H  2.858  -1.645  -0.142

Cartesian forces (eV/Å) of the 3 atoms listed first:
2.4 2.5 0.2
3.8 7.1 1.3
-4.7 -7.2 -1.1

Calculated values
* ⟨S²⟩: 2.011
* energy: -340.57356 a.u.
* spin multiplicity: 3
* E_LUMO (spin up / spin down): 0.51 / -2.24 eV
* charge: 0
* ΔE to the lowest compared entry with this formula, charge and spin: 15.9 kcal per mole
* HOMO (spin up / spin down): -5.470 / -10.671 eV

Atom charges from the Mulliken analysis, given in e for atoms 1 to 8: number 1, C, carries 0.052; number 2, C, carries -1.367; number 3, C, carries 1.110; number 4, C, carries -0.344; number 5, N, carries -0.493; number 6, N, carries -0.146; number 7, O, carries -0.560; number 8, H, carries 0.271

***

# 4
Molecular formula: C4H6N2O2
Method: DFT, ωB97M-V/def2-TZVPD

Geometry (Å):
C  1.789  0.577  -1.502
C  0.507  0.965  -1.293
C  -2.069  -0.167  0.796
C  0.231  -0.732  0.558
H  2.375  0.753  -2.320
H  1.873  -0.199  -0.525
H  -0.186  1.787  -1.631
H  -2.081  0.559  1.740
H  -2.917  -0.711  0.610
H  1.505  -1.705  1.995
N  -0.108  0.280  -0.342
N  1.549  -0.915  1.149
O  -1.538  0.607  -0.320
O  -0.930  -1.097  1.085

Cartesian forces (eV/Å) of the 3 atoms listed first:
-3.5 -2.0 4.6
2.1 1.9 -2.4
6.0 3.0 2.0

Calculated values
* energy: -415.77992 a.u.
* spin multiplicity: 1
* E_LUMO: 0.63 eV
* charge: 0
* ΔE to the lowest compared entry with this formula, charge and spin: 163.6 kcal per mole
* HOMO: -8.087 eV
* SMILES: [H]/N=C1\OCON1C=C

Atom charges from the Mulliken analysis, given in e for atoms 1 to 8: number 1, C, carries -0.940; number 2, C, carries 0.047; number 3, C, carries -0.066; number 4, C, carries 0.329; number 5, H, carries 0.351; number 6, H, carries 0.459; number 7, H, carries 0.320; number 8, H, carries 0.203

***

# 5
Molecular formula: C4H6N2O2
Method: DFT, ωB97M-V/def2-TZVPD

Geometry (Å):
C  -0.917  -0.256  -0.039
C  -0.302  -1.495  -0.011
C  1.339  0.048  0.042
C  0.130  0.704  -0.078
H  -2.898  -0.625  -0.134
H  -2.453  1.039  0.190
H  -0.839  -2.421  0.075
H  1.781  -1.965  -0.161
H  2.797  1.222  -0.419
H  0.106  2.496  0.618
N  -2.264  0.113  -0.013
N  1.059  -1.265  -0.001
O  2.695  0.429  0.022
O  -0.234  1.977  -0.091

Cartesian forces (eV/Å) of the 3 atoms listed first:
0.6 -0.6 -0.2
-1.4 1.0 -0.2
0.7 1.0 -1.1

Calculated values
* energy: -415.96891 a.u.
* spin multiplicity: 1
* E_LUMO: 0.62 eV
* charge: 0
* ΔE to the lowest compared entry with this formula, charge and spin: 45.0 kcal per mole
* HOMO: -7.149 eV
* SMILES: Nc1c[nH]c(O)c1O

Atom charges from the Mulliken analysis, given in e for atoms 1 to 8: number 1, C, carries 0.593; number 2, C, carries -0.881; number 3, C, carries -0.205; number 4, C, carries 0.558; number 5, H, carries 0.167; number 6, H, carries 0.189; number 7, H, carries 0.350; number 8, H, carries 0.223

***

# 6
Molecular formula: C4H6N2O2
Method: DFT, ωB97M-V/def2-TZVPD

Geometry (Å):
C  -2.468  -0.062  0.690
C  -1.646  0.985  0.371
C  -1.125  -0.731  -0.845
C  1.789  -0.484  0.001
N  -2.059  -1.123  -0.009
N  -0.781  0.526  -0.583
O  2.449  0.577  0.002
O  1.591  -1.166  0.991
H  -3.141  -0.291  1.386
H  -1.747  2.100  0.466
H  -0.434  -1.396  -1.358
H  1.455  -1.048  -0.952
H  -0.024  0.896  -0.780
H  1.817  -0.678  1.883

Cartesian forces (eV/Å) of the 3 atoms listed first:
3.1 0.8 -2.1
-0.7 2.7 0.2
0.8 -1.8 1.2

Calculated values
* energy: -415.94249 a.u.
* spin multiplicity: 1
* E_LUMO: 0.54 eV
* charge: 0
* ΔE to the lowest compared entry with this formula, charge and spin: 61.6 kcal per mole
* HOMO: -9.107 eV
* SMILES: c1c[nH]cn1.O=CO

Atom charges from the Mulliken analysis, given in e for atoms 1 to 8: number 1, C, carries -0.354; number 2, C, carries -0.329; number 3, C, carries -0.197; number 4, C, carries 0.209; number 5, N, carries -0.554; number 6, N, carries 0.069; number 7, O, carries -0.628; number 8, O, carries -0.316

***

# 7
Molecular formula: C4H6N2O2
Method: DFT, ωB97M-V/def2-TZVPD

Geometry (Å):
C  0.158  0.640  0.928
C  -1.035  0.523  -4.038
C  0.001  -0.052  -0.400
C  -1.500  0.163  -0.146
N  -1.165  0.595  1.093
N  0.748  0.407  -1.558
O  -1.996  0.271  -3.521
O  0.038  0.787  -4.421
H  0.845  0.878  1.741
H  0.139  -1.217  -0.203
H  -2.230  -0.540  -0.319
H  0.765  1.344  -1.633
H  0.266  0.029  -2.440
H  -1.860  0.617  1.935

Cartesian forces (eV/Å) of the 3 atoms listed first:
0.6 0.0 1.7
4.5 1.3 -1.3
0.7 -1.2 0.2

Calculated values
* energy: -415.87512 a.u.
* spin multiplicity: 1
* E_LUMO (spin up / spin down): 0.54 / 0.54 eV
* charge: 0
* ΔE to the lowest compared entry with this formula, charge and spin: 103.9 kcal per mole
* HOMO (spin up / spin down): -6.722 / -6.723 eV

Atom charges from the Mulliken analysis, given in e for atoms 1 to 8: number 1, C, carries -0.695; number 2, C, carries 0.686; number 3, C, carries 0.372; number 4, C, carries -0.639; number 5, N, carries -0.029; number 6, N, carries -0.587; number 7, O, carries -0.263; number 8, O, carries -0.408

***

# 8
Molecular formula: C4H6N2O2
Method: DFT, ωB97M-V/def2-TZVPD

Geometry (Å):
C  -1.062  1.104  1.418
C  -0.159  0.312  -1.827
C  0.327  -0.840  0.598
C  1.397  -1.420  -0.477
H  -2.127  1.617  1.366
H  -0.383  1.940  1.498
H  -1.088  0.576  2.393
H  -0.591  -0.817  -1.647
H  -0.003  0.686  -2.806
H  2.296  -1.847  0.106
N  -0.577  0.147  0.192
N  -0.203  0.988  -0.772
O  0.494  -1.266  1.678
O  1.679  -1.182  -1.721

Cartesian forces (eV/Å) of the 3 atoms listed first:
-1.6 -0.8 0.0
-2.5 -3.1 -0.4
0.3 0.9 -3.5

Calculated values
* energy: -415.85103 a.u.
* spin multiplicity: 1
* E_LUMO: -0.70 eV
* charge: 0
* ΔE to the lowest compared entry with this formula, charge and spin: 119.0 kcal per mole
* HOMO: -9.442 eV
* SMILES: C=NN(C)C(=O)C=O

Atom charges from the Mulliken analysis, given in e for atoms 1 to 8: number 1, C, carries -0.749; number 2, C, carries -0.430; number 3, C, carries 0.531; number 4, C, carries 0.011; number 5, H, carries 0.263; number 6, H, carries 0.322; number 7, H, carries 0.307; number 8, H, carries 0.339

***

# 9
Molecular formula: C4H6N2O2
Method: DFT, ωB97M-V/def2-TZVPD

Geometry (Å):
C  1.936  -0.405  0.006
C  -1.216  -0.826  0.600
C  -1.335  1.115  -0.039
C  -0.072  1.120  -0.590
H  1.794  1.285  0.937
H  2.158  -1.516  -0.318
H  -0.204  -0.555  1.367
H  -1.523  -1.923  0.680
H  -1.919  2.010  0.196
H  0.438  2.174  -0.345
N  2.644  0.394  0.601
N  0.633  -0.199  -0.642
O  -0.348  -1.146  -0.578
O  -2.096  0.039  0.316

Cartesian forces (eV/Å) of the 3 atoms listed first:
-3.4 -4.5 -3.3
6.8 -7.4 1.8
0.2 2.5 -1.2

Calculated values
* energy: -415.76885 a.u.
* spin multiplicity: 1
* E_LUMO: 0.72 eV
* charge: 0
* ΔE to the lowest compared entry with this formula, charge and spin: 170.5 kcal per mole
* HOMO: -8.954 eV

Atom charges from the Mulliken analysis, given in e for atoms 1 to 8: number 1, C, carries 0.151; number 2, C, carries -0.265; number 3, C, carries 0.019; number 4, C, carries -0.606; number 5, H, carries 0.278; number 6, H, carries 0.285; number 7, H, carries 0.290; number 8, H, carries 0.312

***

- Which value of energy does entry 8 give?
  -415.85103 a.u.